(1)
Here is a molecular structure, C16H8Br2NO3PtS from the OMol25 dataset. Energies are from wB97M-V/def2-TZVPD.

Its spin multiplicity is 3. Its expectation value of S² is 2.043. Its charge is -1. The LUMO energy (spin up / spin down) is 2.253 / -0.003 eV. The frontier orbital gap (spin up / spin down) comes out at 5.307 / 4.451 eV.

Each line ends with the Löwdin charge.
CARTESIAN COORDINATES (ANGSTROEM)
Pt  -0.2101  0.1297  0.0043  0.96
Br  -0.1052  5.3429  0.0043  0.83
C  1.2632  4.1111  0.0043  -0.65
C  2.5755  4.5501  0.0043  -0.21
C  3.6188  3.6288  0.0043  -0.60
Br  5.3466  4.3750  0.0043  0.78
C  3.3994  2.2114  0.0043  -0.21
C  4.4313  1.2655  0.0043  -0.10
C  4.1061  -0.0870  0.0043  -0.09
C  2.7627  -0.4708  0.0043  -0.14
N  1.7436  0.4367  0.0043  -0.16
C  2.0672  1.7799  0.0043  -0.16
C  0.9630  2.7156  0.0043  -0.36
O  -0.2419  2.2085  0.0043  -0.17
H  2.8026  5.6339  0.0043  0.10
H  5.4674  1.5897  0.0043  0.06
H  4.8831  -0.8638  0.0043  0.10
H  2.4494  -1.5113  0.0043  0.08
O  -4.4611  0.2548  0.0043  -0.01
C  -3.3413  -0.2734  0.0043  -0.58
O  -2.2787  0.4628  0.0043  -0.22
C  -3.2876  -1.8190  0.0043  -0.14
C  -4.5998  -2.3937  -0.0131  -0.02
C  -4.7178  -3.7758  -0.0131  -0.11
C  -3.5642  -4.5785  -0.0131  -0.11
C  -2.3176  -3.9763  -0.0131  -0.16
C  -2.1455  -2.5733  0.0043  -0.61
S  -0.4393  -2.1203  0.0043  0.54
H  -5.4765  -1.7452  -0.0131  0.11
H  -5.7124  -4.2677  -0.0131  0.10
H  -3.5753  -5.6660  -0.0131  0.09
H  -1.4054  -4.5743  -0.0131  0.08

(2)
Here is a molecular structure, C16H8Cl3N4O6S2Ti from the OMol25 dataset. Energies are from wB97M-V/def2-TZVPD.

Its spin multiplicity is 2. The value obtained for the energy above the lowest of the compared OMol25 structures with the same formula, charge and spin is 580.3 kcal per mole. Its expectation value of S² is 1.153. Its charge is -2. The LUMO energy (spin up / spin down) is 3.952 / 3.743 eV. The frontier orbital gap (spin up / spin down) comes out at 5.304 / 5.109 eV.

Each line ends with the Löwdin charge.
CARTESIAN COORDINATES (ANGSTROEM)
Ti  -0.0030  0.9884  -1.2015  0.61
C  -2.0055  1.6626  2.0149  -0.05
C  -1.9571  1.8398  0.6830  -0.26
C  -2.2145  -0.1813  -0.1153  -0.49
C  -2.4291  -0.8714  0.9977  -0.06
C  -2.3331  0.1962  2.1864  -0.05
H  -1.8682  2.3557  2.8249  0.11
H  -3.6129  1.2842  -0.7915  0.07
H  -2.1189  0.6408  -1.9245  -0.16
H  -2.6018  -1.9236  1.1352  0.09
H  -2.4346  -0.1767  3.2064  0.04
S  2.1418  0.1100  -1.9832  0.68
C  1.8312  -1.5517  -2.4281  -0.73
C  2.9622  -2.3028  -2.8840  -0.32
N  3.8737  -2.9150  -3.2382  0.12
C  0.6260  -2.2034  -2.3365  -0.72
S  -0.9164  -1.5182  -1.8852  0.62
C  0.5777  -3.6146  -2.6112  -0.32
N  0.5195  -4.7590  -2.7423  0.12
O  3.3603  -1.1167  4.0999  0.08
C  2.7538  -0.0552  3.4727  -0.47
O  2.9493  1.0426  3.8964  0.14
C  1.9112  -0.4163  2.3157  -0.05
C  1.7074  -1.6951  1.8103  -0.01
N  0.9202  -1.5813  0.7374  0.05
N  0.6178  -0.3257  0.4928  -0.05
C  1.1873  0.4270  1.4323  -0.09
C  1.0627  1.9586  1.2283  -0.57
O  1.1541  2.7576  2.1308  0.08
O  0.9339  2.2431  -0.0306  -0.14
H  3.1647  -1.9409  3.6445  0.07
H  2.0582  -2.6667  2.1206  0.13
H  0.6061  -2.2814  0.0697  0.12
Cl  -2.2120  -0.0019  -3.5801  -0.04
C  -2.1511  2.5254  -1.6534  -0.83
Cl  -3.5240  3.6367  -1.5405  0.64
Cl  -2.0924  1.2384  -0.7256  0.48
C  -1.1474  3.0026  -2.6985  -0.64
O  -1.3031  3.9797  -3.3770  0.04
O  0.0057  2.2095  -2.7527  -0.25

(3)
Here is C16H9BrCl2N4O3 in the gas phase from the OMol25 dataset. Energies are from wB97M-V/def2-TZVPD.

The LUMO energy is -0.372 eV. The frontier orbital gap comes out at 8.938 eV.

Each line ends with the Löwdin charge.
CARTESIAN COORDINATES (ANGSTROEM)
O  -1.1764  2.2751  4.3073  0.09
C  -0.3189  1.7480  3.6307  -0.52
N  0.6394  0.9962  4.2401  0.22
C  1.0513  0.0518  3.3229  -0.33
O  1.6222  -0.9500  3.7282  0.13
C  0.3554  0.3010  2.0002  -0.21
N  -0.4666  1.4627  2.2999  0.20
C  1.3848  0.4440  0.8810  -0.31
O  2.1329  1.3959  0.7904  0.13
N  1.2862  -0.6117  -0.0173  0.08
C  1.9529  -0.5930  -1.3376  -0.05
C  1.1330  0.2515  -2.3035  -0.19
C  1.3272  1.6482  -2.3707  -0.02
C  0.5019  2.3811  -3.1857  -0.10
C  -0.5384  1.7747  -3.8721  -0.69
Cl  -1.5276  2.7795  -4.8584  0.69
C  -0.7074  0.4001  -3.8319  -0.64
Cl  -1.9675  -0.3228  -4.8475  0.64
C  0.0830  -0.3521  -3.0054  -0.07
C  0.1557  -1.3275  0.2857  -0.23
N  -0.3103  -2.3544  -0.4406  0.16
C  -1.4585  -2.9408  0.0078  -0.13
C  -2.1187  -2.5286  1.1625  -0.59
Br  -3.8177  -3.3236  1.7819  0.67
C  -1.6078  -1.4469  1.8894  -0.03
C  -0.4194  -0.8705  1.4526  -0.07
H  0.3669  0.6568  5.1294  0.17
H  -1.3862  1.5934  1.8717  0.18
H  2.9479  -0.1466  -1.2606  0.13
H  2.0449  -1.6219  -1.6984  0.13
H  2.1954  2.0697  -1.8431  0.12
H  0.6804  3.4415  -3.2652  0.11
H  -0.0935  -1.4331  -2.8848  0.12
H  -1.8571  -3.7930  -0.5437  0.11
H  -2.0892  -1.0546  2.7849  0.13

| no. | DFT total energy (eV) | molar mass (g mol⁻¹) |
| --- | --- | --- |
| 1 | -178523.420 | 649.2 |
| 2 | -117302.834 | 570.6 |
| 3 | -123929.540 | 456.1 |